Density functional theory data (ωB97M-V with the def2-TZVPD basis set) for a molecular structure, C23H33AsCl4FeN6O3.

```
! RIJCOSX wB97M-V def2-TZVPD def2/J DEFGRID3
* xyz 1 6
Fe -0.13 0.87 0.01
Cl -5.44 5.64 0.10
C -3.99 4.82 0.47
C -3.02 5.45 1.28
Cl -3.34 6.98 1.96
C -1.80 4.83 1.50
Cl -0.60 5.61 2.44
C -1.48 3.57 0.94
O -0.32 3.05 1.01
C -2.56 2.84 0.24
O -2.38 1.65 -0.15
C -3.76 3.55 -0.02
Cl -4.93 2.79 -1.03
C -1.10 1.05 -5.31
C 0.13 0.58 -4.87
C 0.40 0.60 -3.51
N -0.48 1.02 -2.60
C -1.65 1.47 -3.03
C -2.00 1.53 -4.37
H -1.34 1.04 -6.37
H 0.85 0.18 -5.56
H 1.35 0.26 -3.13
H -2.34 1.77 -2.26
H -2.96 1.92 -4.67
C 0.75 0.39 4.68
As 0.39 1.79 3.30
C -1.38 2.30 3.99
C 1.50 3.26 4.04
H 0.60 0.79 5.69
H 1.77 0.02 4.59
H 0.05 -0.43 4.52
H -1.28 2.86 4.92
H -1.95 1.39 4.17
H -1.92 2.91 3.27
H 1.04 3.68 4.94
H 1.62 4.04 3.30
H 2.49 2.88 4.29
C 0.33 -4.41 -2.32
C -0.58 -3.19 -2.40
N -0.05 -2.22 -1.47
C 1.28 -1.93 -1.43
N 1.63 -0.84 -0.80
C 3.03 -0.49 -0.70
C 3.86 -1.07 -1.84
C 3.57 -2.56 -1.93
N 2.14 -2.80 -2.00
C 1.73 -4.00 -2.71
H -0.03 -5.20 -2.97
H 0.33 -4.78 -1.29
H -1.60 -3.44 -2.11
H -0.60 -2.80 -3.43
H -0.64 -1.43 -1.22
H 3.42 -0.86 0.26
H 3.09 0.60 -0.69
H 4.92 -0.91 -1.67
H 3.59 -0.58 -2.78
H 3.99 -3.07 -1.06
H 4.03 -2.98 -2.83
H 2.44 -4.80 -2.48
H 1.79 -3.82 -3.80
C 0.73 -3.77 2.79
N 0.43 -2.38 2.55
C -0.66 -1.87 1.96
N -1.65 -2.70 1.56
O -0.76 -0.64 1.79
H 1.75 -3.85 3.14
H 0.63 -4.34 1.86
H 0.07 -4.20 3.55
H 1.10 -1.68 2.84
H -1.65 -3.69 1.69
H -2.47 -2.26 1.17
*
```

highest occupied orbital energy (alpha / beta)	-9.78 / -10.17	eV
expectation value of S²	8.7745
frontier orbital gap (alpha / beta)	0.281 / 0.224	Eh
relative energy (zero: lowest compared OMol25 entry of this formula, charge and spin)	319.8	kJ/mol

Here are the Löwdin charges for atoms 1 to 5, given in e: 1.05 0.73 -0.70 -0.70 0.73